<w>
A molecular structure, C5H8O2, computed with ωB97M-V/def2-TZVPD.

Each line ends with the Löwdin charge.
Atoms and positions in Å:
1 C -1.429 1.221 -0.668  0.02
2 C -0.469 0.097 -0.390  -0.41
3 C 1.026 -0.001 -0.658  0.03
4 C 0.487 0.003 0.745  -0.43
5 O 0.789 0.944 1.707  0.05
6 C -0.121 -1.370 0.992  -0.07
7 O -0.961 -1.230 -0.184  -0.04
8 H -1.980 1.118 -1.608  0.08
9 H -0.902 2.182 -0.681  0.09
10 H -2.163 1.276 0.146  0.09
11 H 1.483 -0.933 -0.996  0.12
12 H 1.500 0.896 -1.043  0.12
13 H 1.744 1.074 1.686  0.11
14 H 0.579 -2.216 0.957  0.12
15 H -0.762 -1.448 1.874  0.13

molecular weight = 100.117 g mol⁻¹
gap between HOMO and LUMO = 9.8 eV
highest occupied orbital energy = -9.066 eV

<x>
2 unconnected molecules or ions with the total composition C5H8O2, computed with ωB97M-V/def2-TZVPD.

Each line ends with the Löwdin charge.
Atoms and positions in Å:
1 C -2.271 -0.801 -0.245  0.02
2 C -2.518 -0.056 0.844  0.00
3 C -1.486 0.408 -0.039  -0.36
4 C 1.431 -0.603 -0.632  -0.09
5 C 0.945 0.403 0.392  -0.25
6 O -1.753 1.594 -0.772  -0.05
7 O 1.336 1.682 0.496  0.02
8 H -2.426 -1.627 -0.939  0.09
9 H -3.156 0.439 1.593  0.11
10 H 1.531 -1.738 -0.427  0.11
11 H 2.436 -0.283 -0.991  0.07
12 H 0.707 -0.485 -1.498  0.09
13 H 0.751 -0.044 1.333  0.08
14 H -2.626 1.916 -0.659  0.05
15 H 1.941 1.755 -0.261  0.11

molecular weight = 100.117 g mol⁻¹
gap between HOMO and LUMO (alpha / beta) = 7.8 / 7.8 eV
highest occupied orbital energy (alpha / beta) = -6.870 / -6.862 eV

It is <w> that is most stable; the runner-up trails by 102.1 kcal/mol.

<w>
2 unconnected molecules or ions with the total composition C5H8O2, computed with ωB97M-V/def2-TZVPD.

Each line ends with the Löwdin charge.
Atoms and positions in Å:
1 O -0.759 1.821 -0.142  0.07
2 C -0.433 0.696 0.146  -0.50
3 C 0.669 0.324 1.120  -0.08
4 C 1.579 -0.535 0.198  -0.08
5 C 0.776 -0.495 -1.108  -0.38
6 O 1.172 -0.231 -2.211  0.13
7 C -0.734 -0.534 -0.676  -0.05
8 H 1.132 1.242 1.481  0.12
9 H 0.264 -0.250 1.961  0.13
10 H 2.601 -0.158 0.118  0.12
11 H 1.630 -1.583 0.509  0.12
12 H -1.452 -0.414 -1.486  0.12
13 H -0.978 -1.416 -0.061  0.13
14 H -2.862 0.422 0.134  0.08
15 H -2.605 1.111 0.017  0.08

SMILES string = O=C1CCC(=O)C1.[H][H]
molecular weight = 100.117 g mol⁻¹
gap between HOMO and LUMO = 9.9 eV
highest occupied orbital energy = -9.668 eV

<x>
C5H8O2 in the gas phase, computed with ωB97M-V/def2-TZVPD.

Each line ends with the Löwdin charge.
Atoms and positions in Å:
1 C -0.146 -1.756 -0.472  -0.01
2 C -0.322 -0.296 -0.709  -0.43
3 C -1.326 0.483 -0.242  0.03
4 C 0.248 1.025 1.020  -0.10
5 O 0.494 0.152 2.018  -0.02
6 C 1.389 0.818 -0.021  -0.20
7 O 0.788 0.358 -1.227  -0.07
8 H 0.226 -2.241 -1.380  0.09
9 H -1.080 -2.236 -0.166  0.09
10 H 0.602 -1.907 0.323  0.09
11 H -1.467 1.497 -0.592  0.09
12 H -2.160 0.024 0.280  0.10
13 H -0.123 0.351 2.735  0.11
14 H 1.923 1.756 -0.212  0.12
15 H 2.111 0.065 0.335  0.12

molecular weight = 100.117 g mol⁻¹
gap between HOMO and LUMO = 8.5 eV
highest occupied orbital energy = -7.652 eV

<y>
A molecular structure, C5H8O2, computed with ωB97M-V/def2-TZVPD.

Each line ends with the Löwdin charge.
Atoms and positions in Å:
1 C 1.097 1.280 0.134  0.00
2 C 0.133 0.320 -0.546  -0.51
3 O -0.082 0.673 -1.869  0.02
4 C 0.316 -1.198 -0.139  -0.01
5 C -0.713 -0.926 1.138  -0.01
6 C -1.193 0.017 0.112  -0.42
7 O -2.233 -0.033 -0.519  0.08
8 H 1.979 1.449 -0.493  0.09
9 H 0.598 2.242 0.269  0.09
10 H 1.437 0.915 1.109  0.08
11 H -1.056 0.602 -1.954  0.10
12 H -0.019 -1.811 -0.987  0.13
13 H 1.299 -1.504 0.213  0.11
14 H -1.509 -1.506 1.630  0.12
15 H -0.053 -0.518 1.904  0.10

molecular weight = 100.117 g mol⁻¹
gap between HOMO and LUMO = 10.7 eV
highest occupied orbital energy = -9.754 eV

It is <y> that is most stable; the runner-up trails by 11.4 kcal/mol.

<w>
A molecular structure, C5H8O2, computed with ωB97M-V/def2-TZVPD.

Each line ends with the Löwdin charge.
Atoms and positions in Å:
1 C 1.382 1.057 0.611  0.00
2 C 0.329 -0.017 0.302  -0.42
3 O 0.739 -1.269 0.825  -0.01
4 C -1.285 -0.183 0.434  -0.04
5 C -1.338 -0.744 -1.020  -0.07
6 C -0.063 0.037 -1.182  -0.38
7 O 0.218 0.897 -1.982  0.10
8 H 1.444 1.400 1.645  0.08
9 H 2.358 0.603 0.359  0.09
10 H 1.300 1.911 -0.067  0.08
11 H 1.670 -1.216 1.067  0.09
12 H -1.504 -0.922 1.207  0.11
13 H -1.925 0.696 0.546  0.12
14 H -1.189 -1.826 -1.052  0.12
15 H -2.135 -0.424 -1.694  0.12

molecular weight = 100.117 g mol⁻¹
gap between HOMO and LUMO = 10.0 eV
highest occupied orbital energy = -9.162 eV

<x>
C5H8O2 in the gas phase, computed with ωB97M-V/def2-TZVPD.

Each line ends with the Löwdin charge.
Atoms and positions in Å:
1 C 1.532 0.448 -0.431  0.00
2 C 0.070 0.303 -0.079  -0.48
3 C -0.352 0.391 1.397  -0.11
4 O -0.860 -0.940 1.417  -0.08
5 C -0.517 -1.175 0.043  -0.37
6 C -1.584 -1.139 -0.933  0.23
7 O -0.627 1.157 -0.965  -0.02
8 H 2.180 -0.002 0.325  0.09
9 H 1.746 -0.009 -1.404  0.09
10 H 1.755 1.518 -0.507  0.10
11 H -1.134 1.140 1.567  0.13
12 H 0.458 0.542 2.121  0.13
13 H 0.221 -1.986 -0.035  0.16
14 H -1.089 -1.349 -1.902  0.04
15 H -1.565 1.155 -0.720  0.10

molecular weight = 100.117 g mol⁻¹
gap between HOMO and LUMO = 8.6 eV
highest occupied orbital energy = -9.091 eV

<y>
3 unconnected molecules or ions with the total composition C5H8O2, computed with ωB97M-V/def2-TZVPD.

Each line ends with the Löwdin charge.
Atoms and positions in Å:
1 C -0.732 1.775 -0.052  0.02
2 C -0.027 0.968 0.712  -0.35
3 O 0.713 0.421 1.437  0.11
4 H -1.504 1.504 -0.760  0.06
5 H -0.453 2.806 0.128  0.07
6 C -1.065 -1.317 -0.663  -0.07
7 C -1.485 -1.215 0.597  -0.09
8 H -1.682 -0.970 -1.493  0.06
9 H -0.083 -1.720 -0.914  0.05
10 H -2.439 -0.760 0.861  0.07
11 H -0.855 -1.528 1.429  0.06
12 C 2.410 0.016 -0.328  -0.17
13 O 2.313 -1.142 -0.656  -0.01
14 H 1.788 0.815 -0.771  0.08
15 H 3.100 0.348 0.471  0.09

SMILES string = C=C=O.C=C.C=O
molecular weight = 100.117 g mol⁻¹
gap between HOMO and LUMO = 10.3 eV
highest occupied orbital energy = -9.420 eV

It is <w> that is most stable; the runner-up trails by 39.4 kcal/mol.

<w>
A molecular structure, C5H8O2, computed with ωB97M-V/def2-TZVPD.

Each line ends with the Löwdin charge.
Atoms and positions in Å:
1 O -0.226 -1.071 -1.432  0.05
2 C -0.539 -0.400 -0.297  -0.53
3 C 1.314 -0.773 0.861  -0.01
4 C 1.615 0.581 0.743  -0.38
5 O 1.466 1.230 -0.340  -0.11
6 C -1.841 -0.460 0.178  0.12
7 C -0.595 1.033 -0.387  0.08
8 H 0.583 -0.642 -1.759  0.12
9 H 1.319 -1.220 1.854  0.07
10 H 1.514 -1.460 0.045  0.07
11 H 1.750 1.161 1.677  0.12
12 H -2.085 -0.036 1.143  0.09
13 H -2.591 -1.075 -0.314  0.09
14 H -0.769 1.482 -1.359  0.12
15 H -0.739 1.653 0.485  0.11

molecular weight = 100.117 g mol⁻¹
gap between HOMO and LUMO = 8.9 eV
highest occupied orbital energy = -8.313 eV

<x>
A molecular structure, C5H8O2, computed with ωB97M-V/def2-TZVPD.

Each line ends with the Löwdin charge.
Atoms and positions in Å:
1 O 2.117 -0.617 -0.350  0.02
2 C 0.995 -0.200 -0.163  -0.40
3 C 0.542 1.180 -0.524  -0.04
4 C -0.927 0.801 -0.716  -0.25
5 C -1.323 0.130 0.608  -0.03
6 C -0.361 -0.923 0.033  -0.21
7 O -0.817 -0.536 -1.304  -0.04
8 H 1.921 -1.558 0.892  0.08
9 H 1.446 -1.518 1.572  0.07
10 H 0.739 1.907 0.271  0.14
11 H 1.084 1.453 -1.427  0.13
12 H -1.566 1.475 -1.283  0.15
13 H -1.098 0.625 1.557  0.12
14 H -2.354 -0.233 0.576  0.12
15 H -0.397 -1.987 0.257  0.14

molecular weight = 100.117 g mol⁻¹
gap between HOMO and LUMO = 10.5 eV
highest occupied orbital energy = -9.544 eV

<y>
A molecular structure, C5H8O2, computed with ωB97M-V/def2-TZVPD.

Each line ends with the Löwdin charge.
Atoms and positions in Å:
1 C -0.516 1.799 0.535  -0.05
2 C 0.213 0.466 0.625  -0.25
3 C -0.537 -0.810 0.718  0.06
4 O -0.769 -1.841 -0.787  -0.06
5 C 0.369 -1.660 -0.068  -0.31
6 C 0.938 -0.274 -0.591  -0.28
7 O 0.403 0.024 -1.825  -0.02
8 H -1.541 1.713 0.917  0.08
9 H -0.565 2.086 -0.517  0.08
10 H -0.055 2.610 1.113  0.08
11 H 1.027 0.500 1.376  0.16
12 H -1.563 -0.987 0.985  0.13
13 H 0.980 -2.501 0.267  0.15
14 H 2.017 -0.172 -0.542  0.14
15 H -0.264 -0.703 -1.944  0.09

molecular weight = 100.117 g mol⁻¹
gap between HOMO and LUMO = 10.0 eV
highest occupied orbital energy = -9.706 eV

<z>
C5H8O2 in the gas phase, computed with ωB97M-V/def2-TZVPD.

Each line ends with the Löwdin charge.
Atoms and positions in Å:
1 C -0.771 -0.088 1.466  0.06
2 C -0.291 0.443 0.333  -0.30
3 C -0.122 1.915 0.118  -0.04
4 C 0.064 -0.422 -0.789  -0.31
5 O -0.264 0.073 -2.033  0.03
6 C 0.589 -1.652 -0.633  -0.13
7 O 1.173 -2.171 0.484  0.00
8 H -1.090 -1.112 1.560  0.08
9 H -0.957 0.531 2.330  0.06
10 H 0.905 2.142 -0.167  0.09
11 H -0.766 2.236 -0.699  0.09
12 H -0.368 2.470 1.020  0.08
13 H 0.047 -0.534 -2.713  0.10
14 H 0.766 -2.296 -1.486  0.12
15 H 1.087 -1.536 1.208  0.08

SMILES string = C=C(C)/C(O)=C\O
molecular weight = 100.117 g mol⁻¹
gap between HOMO and LUMO = 8.8 eV
highest occupied orbital energy = -7.938 eV

It is <z> that is most stable; the runner-up trails by 53.5 kcal/mol.